[1]
C4H6N2O2 | ωB97M-V/def2-TZVPD

XYZ file:
```
14
Properties=species:S:1:pos:R:3:nbo_charge:R:1
H -0.524 -1.797 1.733 0.3706
N -1.264 -2.024 0.961 -0.7252
C -1.550 -1.445 -0.156 0.2667
N -1.142 -0.214 -0.729 -0.6752
C 0.031 0.358 -0.220 0.4190
C 0.165 0.721 1.088 -0.4667
O 0.894 0.698 -1.279 -0.4857
C 2.069 1.279 -0.938 0.6392
O 2.690 1.354 0.182 -0.5655
H -2.372 -2.044 -0.612 0.1904
H -1.767 0.170 -1.503 0.4300
H 0.938 1.248 1.751 0.2665
H -0.630 0.275 1.633 0.2061
H 2.463 1.421 -1.912 0.1299
```

Its structure (SMILES) is [H]/N=C\NC(=C)OC=O. Its LUMO energy is 0.4 eV. The total charge is 0. The value obtained for the strongest force on any atom is 0.122 Eh/bohr. The calculation puts the energy above the lowest of the compared OMol25 structures with the same formula, charge and spin at 3.489 eV. Its highest occupied orbital energy is -9.1827 eV.

[2]
C4H6N2O2 | ωB97M-V/def2-TZVPD

XYZ file:
```
14
Properties=species:S:1:pos:R:3:nbo_charge:R:1
C 1.793 0.617 -1.347 0.3805
C -0.667 0.233 -0.709 -0.4817
C -0.336 1.038 0.629 -0.0827
C 0.653 -0.367 -1.326 0.1340
N 0.652 -1.472 -2.021 -0.6657
N 1.794 1.512 -0.016 -0.1532
O 2.698 0.481 -2.110 -0.3665
O 1.062 0.736 0.782 -0.3014
H -1.153 -0.683 -0.372 0.2241
H -1.430 0.711 -1.258 0.2296
H -0.343 2.142 0.635 0.1594
H -0.729 0.786 1.589 0.2127
H -0.273 -1.847 -2.433 0.3584
H 1.402 2.358 0.218 0.3524
```

As for the multiplicity: 3. Its LUMO energy (alpha / beta) is 0.6 / -3.3 eV. The total charge is 0. The value obtained for the strongest force on any atom is 0.090 Eh/bohr. The calculation puts the energy above the lowest of the compared OMol25 structures with the same formula, charge and spin at 4.376 eV. Its highest occupied orbital energy (alpha / beta) is -6.3657 / -8.9432 eV.

[3]
C4H6N2O3 | ωB97M-V/def2-TZVPD

XYZ file:
```
15
Properties=species:S:1:pos:R:3:nbo_charge:R:1
C -0.368 -1.341 -0.316 -0.0609
C 0.225 -0.007 -0.328 -0.0282
C 1.479 0.207 0.049 0.4089
C 0.480 2.205 -0.001 0.1350
H -2.362 -1.695 -0.100 0.4506
H -0.960 -1.513 -1.103 0.1634
H 0.556 -2.107 -0.585 0.1263
H 2.376 -1.665 -0.076 0.4857
H 0.217 3.134 0.592 0.2288
H -2.256 0.957 1.011 0.4936
N 1.574 1.524 0.408 -0.4312
N -0.493 1.157 -0.395 -0.0737
O -1.223 -1.515 0.710 -0.6475
O 2.654 -0.682 0.120 -0.6794
O -1.897 1.341 0.015 -0.5715
```

Its LUMO energy is -1.0 eV. The total charge is 0. The value obtained for the strongest force on any atom is 0.129 Eh/bohr. The calculation puts the energy above the lowest of the compared OMol25 structures with the same formula, charge and spin at 9.120 eV. Its highest occupied orbital energy is -8.7524 eV.

[4]
C4H6N2O5P2S | ωB97M-V/def2-TZVPD

XYZ file:
```
20
Properties=species:S:1:pos:R:3:nbo_charge:R:1
N 0.418 2.075 2.250 -0.2379
C 0.480 1.476 1.263 0.2464
C 0.574 0.598 0.100 -0.7134
C -0.621 -0.371 0.161 -0.5857
S -0.700 -1.579 -1.204 0.0276
C -0.743 -1.038 1.412 0.2135
N -0.923 -1.595 2.403 -0.2386
P -2.190 0.732 0.054 1.3987
O -1.884 1.322 -1.435 -0.9982
O -3.390 -0.344 -0.212 -0.9789
P 2.267 -0.173 0.218 2.3542
O 2.814 -0.020 1.545 -1.0578
O 3.162 0.668 -0.808 -0.9476
O 2.296 -1.650 -0.342 -0.9677
H 0.508 1.256 -0.753 0.2932
H -1.091 -0.816 -2.241 0.1581
H -2.346 2.154 -1.534 0.5155
H -3.344 -1.010 0.485 0.5059
H 2.767 0.568 -1.683 0.4918
H 1.947 -2.251 0.321 0.5208
```

Its structure (SMILES) is N#C[C@H]([C@@](S)(C#N)P(O)O)P(=O)(O)O. Its LUMO energy is -0.1 eV. The total charge is 0. The value obtained for the strongest force on any atom is 0.045 Eh/bohr. Its highest occupied orbital energy is -9.6484 eV.

[5]
C4H6N2OS | ωB97M-V/def2-TZVPD

XYZ file:
```
14
Properties=species:S:1:pos:R:3:nbo_charge:R:1
C -1.656 -1.218 -1.160 -0.6384
C -0.698 -0.816 -0.182 0.0635
C 0.781 0.125 0.962 0.3828
C 0.202 0.279 -0.226 -0.2935
H -1.562 -0.682 -2.391 0.2744
H -2.968 -0.872 -0.606 0.2246
H -1.604 -2.559 -1.040 0.2403
H -1.038 -2.220 1.110 0.3896
H 2.599 -0.064 1.786 0.4953
H -1.112 0.867 -1.884 0.1205
N -0.560 -1.353 0.976 -0.2943
N 0.413 -0.899 1.738 -0.3195
O 1.894 0.733 1.416 -0.6837
S -0.013 1.576 -1.479 0.0385
```

Its LUMO energy is 0.4 eV. The total charge is 0. The value obtained for the strongest force on any atom is 0.117 Eh/bohr. The calculation puts the energy above the lowest of the compared OMol25 structures with the same formula, charge and spin at 6.161 eV. Its highest occupied orbital energy is -8.3830 eV.

[6]
C4H6N2OS | ωB97M-V/def2-TZVPD

XYZ file:
```
14
Properties=species:S:1:pos:R:3:nbo_charge:R:1
O -0.071 -2.145 0.451 -0.5500
C -0.302 -0.958 0.402 0.5971
N -1.369 -0.384 1.026 -0.6140
C -1.592 1.054 1.129 -0.2234
C -1.262 1.659 -0.215 -0.2257
N 0.080 1.241 -0.609 -0.5683
C 0.580 0.009 -0.388 0.0018
S 2.074 -0.445 -0.923 -0.0742
H -1.869 -1.002 1.647 0.4121
H -2.635 1.243 1.388 0.2171
H -0.982 1.502 1.924 0.1942
H -1.303 2.750 -0.144 0.2170
H -1.985 1.343 -0.960 0.1992
H 0.638 1.853 -1.179 0.4171
```

Its structure (SMILES) is O=C1NCCNC1=S. Its LUMO energy is 0.0 eV. The total charge is 0. The value obtained for the strongest force on any atom is 0.018 Eh/bohr. The calculation puts the energy above the lowest of the compared OMol25 structures with the same formula, charge and spin at 0.912 eV. Its highest occupied orbital energy is -8.4641 eV.

[7]
C4H6N2OS | ωB97M-V/def2-TZVPD

XYZ file:
```
14
Properties=species:S:1:pos:R:3:nbo_charge:R:1
C -0.420 -2.106 0.063 -0.4166
C -1.689 -1.813 -0.464 0.0223
C 0.418 -1.187 -0.124 -0.1393
C 1.826 1.127 -0.113 -0.7098
N -2.150 -0.624 -0.847 -0.2857
N -1.282 0.366 -1.103 0.0536
O -1.581 1.665 -0.735 -0.5314
S 1.950 -0.706 -0.290 0.4206
H -0.209 -3.000 0.592 0.2360
H -2.436 -2.494 -0.537 0.1957
H 2.216 1.659 -0.904 0.2215
H 2.451 1.347 0.723 0.2153
H 0.772 1.252 0.058 0.2569
H -2.502 1.657 -0.421 0.4609
```

Its LUMO energy (alpha / beta) is -0.2 / -0.2 eV. The total charge is 0. The value obtained for the strongest force on any atom is 0.108 Eh/bohr. The calculation puts the energy above the lowest of the compared OMol25 structures with the same formula, charge and spin at 7.486 eV. Its highest occupied orbital energy (alpha / beta) is -7.6133 / -7.6721 eV.

[8]
C4H6N2OS | ωB97M-V/def2-TZVPD

XYZ file:
```
14
Properties=species:S:1:pos:R:3:nbo_charge:R:1
O -0.002 2.113 0.085 -0.5050
C 1.164 1.608 -0.154 0.3595
C 1.059 0.010 -0.193 -0.0537
S 2.282 -0.975 0.115 -0.0520
N -0.210 -0.548 -0.126 -0.4327
N -1.476 -0.168 -0.520 -0.2347
C -2.497 -1.072 -0.032 -0.2889
C -2.430 0.314 0.404 -0.2478
H 2.362 2.059 0.133 0.1989
H -0.288 -1.674 0.310 0.4018
H -3.139 -1.599 -0.779 0.2146
H -2.387 -1.799 0.816 0.1957
H -2.055 0.260 1.481 0.2067
H -2.958 1.295 -0.095 0.2376
```

Its structure (SMILES) is O=CC(=S)NN1CC1. Its LUMO energy is -0.9 eV. The total charge is 0. The value obtained for the strongest force on any atom is 0.128 Eh/bohr. The calculation puts the energy above the lowest of the compared OMol25 structures with the same formula, charge and spin at 7.144 eV. Its highest occupied orbital energy is -8.5621 eV.

[9]
C4H6N2OS | ωB97M-V/def2-TZVPD

XYZ file:
```
14
Properties=species:S:1:pos:R:3:nbo_charge:R:1
C -1.722 -0.268 0.610 -0.2571
C -0.396 -0.278 0.429 -0.1940
C 0.536 -1.011 1.332 -0.2497
S 0.150 -1.635 2.785 0.0465
C 0.199 0.380 -0.759 0.3351
N -0.534 0.301 -1.934 -0.7998
N 1.282 1.071 -0.780 -0.2022
O 1.796 1.262 0.508 -0.5803
H -2.159 -0.782 1.472 0.2217
H -2.378 0.227 -0.091 0.2158
H 1.528 -1.119 0.974 0.2077
H -0.872 -0.607 -2.129 0.3783
H -0.062 0.735 -2.738 0.3946
H 2.631 1.726 0.320 0.4834
```

Its structure (SMILES) is C=C(C=S)/C(N)=N\O. Its LUMO energy is -0.8 eV. The total charge is 0. The value obtained for the strongest force on any atom is 0.032 Eh/bohr. The calculation puts the energy above the lowest of the compared OMol25 structures with the same formula, charge and spin at 3.793 eV. Its highest occupied orbital energy is -8.7728 eV.

[10]
C4H6N2OS | ωB97M-V/def2-TZVPD

XYZ file:
```
14
Properties=species:S:1:pos:R:3:nbo_charge:R:1
C 2.059 -0.573 -0.251 0.0352
C 0.785 1.472 -0.029 0.7834
C -0.791 -0.383 0.397 0.0547
C -1.939 -1.156 -0.203 -0.6782
N 2.018 0.741 0.019 -0.6763
N -0.465 0.872 0.034 -0.6315
O 0.719 2.675 -0.075 -0.5821
S 3.352 -1.558 -0.023 0.0131
H -0.586 -0.687 1.437 0.1727
H -2.740 -1.120 0.539 0.2261
H -1.715 -2.116 -0.415 0.2347
H -2.128 -0.818 -1.271 0.2110
H 2.635 1.439 0.386 0.4280
H -1.204 1.212 -0.545 0.4090
```

Its LUMO energy (alpha / beta) is 0.2 / -1.3 eV. The total charge is 0. The value obtained for the strongest force on any atom is 0.079 Eh/bohr. The calculation puts the energy above the lowest of the compared OMol25 structures with the same formula, charge and spin at 4.906 eV. Its highest occupied orbital energy (alpha / beta) is -8.4595 / -7.2336 eV.

[11]
C4H6N2OS | ωB97M-V/def2-TZVPD

XYZ file:
```
14
Properties=species:S:1:pos:R:3:nbo_charge:R:1
C 1.328 -0.347 -1.381 -0.6472
C 0.572 0.409 -0.334 -0.1248
C 0.841 1.456 0.474 -0.0695
C -0.676 -0.318 0.046 0.4978
H 0.564 -1.044 -2.226 0.2943
H 2.052 -1.083 -0.511 0.2321
H 1.952 0.494 -1.823 0.2202
H 1.687 2.127 0.607 0.2454
H -0.772 2.188 1.592 0.3622
H -2.433 -2.037 1.671 0.1036
N -0.256 1.259 1.495 -0.2926
N -1.206 -1.256 -0.716 -0.6616
O -1.147 0.297 1.135 -0.3011
S -2.507 -2.144 -0.030 0.1411
```

Its LUMO energy is 0.4 eV. The total charge is 0. The value obtained for the strongest force on any atom is 0.109 Eh/bohr. The calculation puts the energy above the lowest of the compared OMol25 structures with the same formula, charge and spin at 7.400 eV. Its highest occupied orbital energy is -7.7750 eV.

[12]
C4H6N2S | ωB97M-V/def2-TZVPD

XYZ file:
```
13
Properties=species:S:1:pos:R:3:nbo_charge:R:1
C -0.380 -0.440 1.763 -0.6655
C -0.503 0.059 0.402 0.3660
N -1.289 0.967 -0.077 -0.4568
C -0.868 1.184 -1.377 -0.0918
C 0.172 0.383 -1.687 -0.1038
N 0.403 -0.390 -0.557 -0.5242
S 1.504 -1.621 -0.274 0.2421
H 0.639 -0.303 2.140 0.2275
H -1.039 0.157 2.346 0.2438
H -0.623 -1.533 1.842 0.2313
H -1.314 2.005 -1.869 0.2111
H 0.749 0.376 -2.566 0.2212
H 2.549 -0.845 -0.086 0.0993
```

Its structure (SMILES) is Cc1nccn1S. Its LUMO energy is 0.6 eV. The total charge is 0. The value obtained for the strongest force on any atom is 0.029 Eh/bohr. The calculation puts the energy above the lowest of the compared OMol25 structures with the same formula, charge and spin at 0.896 eV. Its highest occupied orbital energy is -8.8138 eV.

[13]
C4H6N2S | ωB97M-V/def2-TZVPD

XYZ file:
```
13
Properties=species:S:1:pos:R:3:nbo_charge:R:1
H -1.934 -0.787 -1.984 0.3511
N -0.929 -0.629 -2.045 -0.7034
C -0.279 -0.480 -0.976 0.4509
C -0.781 -0.501 0.448 -0.5671
C -0.431 0.746 1.157 0.0058
C -0.148 1.685 1.846 -0.2540
N 1.069 -0.315 -1.118 -0.7718
S 2.298 -0.608 0.014 0.1966
H -1.920 -0.628 0.425 0.2519
H -0.393 -1.360 1.058 0.2697
H -0.031 2.540 2.493 0.2467
H 1.341 -0.130 -2.078 0.4157
H 2.138 0.467 0.762 0.1078
```

Its structure (SMILES) is [H]/N=C(\CC#C)NS. Its LUMO energy is 0.8 eV. The total charge is 0. The value obtained for the strongest force on any atom is 0.033 Eh/bohr. The calculation puts the energy above the lowest of the compared OMol25 structures with the same formula, charge and spin at 2.849 eV. Its highest occupied orbital energy is -9.0016 eV.

[14]
C4H6N2S2 | ωB97M-V/def2-TZVPD

XYZ file:
```
14
Properties=species:S:1:pos:R:3:nbo_charge:R:1
C -0.826 -0.427 2.819 -0.4787
C -0.404 0.064 1.661 0.0454
N -0.371 -0.580 0.344 -0.6459
C 0.337 0.125 -0.658 0.4360
N 0.508 -0.272 -1.921 -0.6124
S -0.581 -1.629 -2.529 0.0286
C 1.134 1.330 -0.114 -0.5140
S 0.532 1.623 1.718 0.1997
H -0.526 -0.036 3.718 0.2137
H -1.395 -1.464 2.960 0.2090
H -1.153 -1.326 -0.051 0.4507
H -1.200 -1.082 -3.985 0.1678
H 0.491 2.022 -0.654 0.2502
H 2.166 1.402 -0.226 0.2500
```

Its structure (SMILES) is C=C1N/C(=N\S)CS1. Its LUMO energy is 0.1 eV. The total charge is 0. The value obtained for the strongest force on any atom is 0.093 Eh/bohr. The calculation puts the energy above the lowest of the compared OMol25 structures with the same formula, charge and spin at 3.922 eV. Its highest occupied orbital energy is -8.5934 eV.

[15]
C4H6N3 | ωB97M-V/def2-TZVPD

XYZ file:
```
13
Properties=species:S:1:pos:R:3:nbo_charge:R:1
C 0.450 -1.019 0.760 0.2146
C 0.240 1.055 -0.309 0.4577
C 1.084 0.371 0.767 -0.5948
C -0.853 -0.136 -0.742 0.5073
N -0.476 -1.273 -0.036 -0.4097
N -1.165 1.172 -0.095 -0.4881
N 0.224 0.495 -1.595 -0.4633
H 0.823 -1.675 1.499 0.2374
H 1.204 0.887 1.766 0.3081
H 2.208 0.473 0.549 0.3065
H -3.000 -1.255 -1.562 0.0560
H -1.668 1.104 0.855 0.4474
H 0.928 -0.200 -1.857 0.4209
```

Its LUMO energy (alpha / beta) is -5.6 / -6.8 eV. The total charge is +1. The value obtained for the strongest force on any atom is 0.060 Eh/bohr. The calculation puts the energy above the lowest of the compared OMol25 structures with the same formula, charge and spin at 8.439 eV. Its highest occupied orbital energy (alpha / beta) is -14.1810 / -14.7250 eV.

[16]
C4H6N3O | ωB97M-V/def2-TZVPD

XYZ file:
```
14
Properties=species:S:1:pos:R:3:nbo_charge:R:1
C 1.291 0.630 0.682 -0.4362
C 2.473 0.617 0.076 0.7193
C -1.116 0.030 0.128 0.6483
C -0.009 -1.101 -1.074 -0.0105
N 0.166 -0.187 0.054 -0.3504
N -1.488 -0.756 -0.911 -0.5540
N -1.484 0.793 1.158 -0.7353
O 3.582 0.540 -0.095 -0.3171
H 1.066 1.201 1.671 0.2968
H 0.365 -0.835 -2.067 0.2201
H 0.356 -2.069 -0.941 0.2232
H -2.220 -1.406 -1.134 0.4481
H -0.604 1.310 1.217 0.4097
H -2.377 1.232 1.237 0.4380
```

Its LUMO energy is -4.0 eV. The total charge is +1. The value obtained for the strongest force on any atom is 0.075 Eh/bohr. The calculation puts the energy above the lowest of the compared OMol25 structures with the same formula, charge and spin at 2.245 eV. Its highest occupied orbital energy is -13.2805 eV.

[17]
C4H6N3O2 | ωB97M-V/def2-TZVPD

XYZ file:
```
15
Properties=species:S:1:pos:R:3:nbo_charge:R:1
C 0.068 -0.650 -0.194 -0.3463
C 0.064 1.786 -0.080 0.3303
C 1.150 -1.458 0.103 0.6159
C -2.875 1.245 -0.331 0.9153
N 0.297 0.663 -0.126 -0.2408
N -2.038 2.156 -0.117 -0.8143
N 2.306 -1.044 0.565 -0.7739
O 1.080 -2.766 0.153 -0.6313
O -3.532 0.256 -0.288 -0.4202
H -0.949 -1.079 -0.083 0.2489
H 0.344 2.832 -0.175 0.2740
H -1.968 2.990 -0.694 0.4404
H 2.642 -0.081 0.739 0.4239
H 3.169 -1.609 0.789 0.4447
H 0.243 -3.242 -0.260 0.5333
```

Its LUMO energy is -4.0 eV. The total charge is +1. The value obtained for the strongest force on any atom is 0.090 Eh/bohr. The calculation puts the energy above the lowest of the compared OMol25 structures with the same formula, charge and spin at 3.555 eV. Its highest occupied orbital energy is -12.8594 eV.

[18]
C4H6N3O2S | ωB97M-V/def2-TZVPD

XYZ file:
```
16
Properties=species:S:1:pos:R:3:nbo_charge:R:1
C 0.227 -0.895 -0.143 0.5893
C -0.778 -2.742 0.740 0.6410
C 0.686 0.403 0.397 -0.2096
C 0.891 2.840 0.214 -0.4092
N -0.013 -1.712 0.882 -0.6979
N 0.393 1.515 -1.721 -0.5777
N 0.615 1.477 -0.412 -0.0402
O 0.121 -1.158 -1.356 -0.6774
O -0.834 -3.752 1.374 -0.6532
S -2.384 -2.635 -0.301 -0.2884
H 0.875 0.580 1.468 0.2061
H -0.095 3.096 0.796 0.2042
H 1.767 2.939 0.767 0.2014
H 0.940 3.528 -0.574 0.2185
H 0.197 0.501 -1.869 0.3675
H -2.607 -3.986 -0.264 0.1259
```

Its LUMO energy is 3.4 eV. The total charge is -1. The value obtained for the strongest force on any atom is 0.086 Eh/bohr. The calculation puts the energy above the lowest of the compared OMol25 structures with the same formula, charge and spin at 0.750 eV. Its highest occupied orbital energy is -4.1888 eV.